No. 1
# C15H25FeN3O4S2

C15H25FeN3O4S2 as an isolated structure at a distorted geometry (ωB97M-V/def2-TZVPD, the Open Molecules 2025 dataset).

Cartesian coordinates (Å):
Fe: 0.825 -0.358 0.074
N: 0.327 -0.232 2.451
C: -0.830 -1.130 2.625
C: -0.601 -2.399 1.796
O: -0.872 -3.489 2.295
N: -0.047 -2.159 0.596
C: 0.747 -3.236 0.047
C: 2.261 -2.883 0.211
O: 3.089 -3.779 0.089
O: 2.511 -1.633 0.408
H: 1.158 -0.712 2.784
H: 0.227 0.617 2.995
H: -1.737 -0.626 2.295
H: -0.978 -1.444 3.660
H: 0.579 -3.362 -1.028
H: 0.564 -4.181 0.554
C: -2.616 3.527 3.226
C: -3.268 3.554 1.842
C: -2.280 3.310 0.702
S: -1.622 1.601 0.822
O: -0.296 1.623 0.106
C: -2.825 0.743 -0.278
C: -2.347 0.628 -1.717
C: -2.357 1.943 -2.491
H: -3.360 3.705 4.002
H: -1.852 4.302 3.305
H: -2.150 2.563 3.425
H: -3.735 4.528 1.690
H: -4.068 2.808 1.796
H: -1.401 3.951 0.785
H: -2.737 3.453 -0.274
H: -3.776 1.274 -0.193
H: -2.933 -0.250 0.162
H: -2.979 -0.105 -2.219
H: -1.336 0.221 -1.716
H: -3.340 2.418 -2.455
H: -2.106 1.762 -3.536
H: -1.610 2.631 -2.093
S: 1.200 -0.385 -2.469
C: 2.751 -1.082 -2.391
N: 3.794 -0.348 -1.926
C: 5.034 -0.844 -1.730
C: 5.318 -2.129 -2.059
C: 4.292 -2.923 -2.598
C: 3.043 -2.396 -2.790
H: 3.562 0.577 -1.598
H: 5.762 -0.171 -1.303
H: 6.301 -2.532 -1.875
H: 4.488 -3.960 -2.833
H: 2.228 -2.994 -3.170

Output
Gap between HOMO and LUMO (alpha / beta)   7.32 / 7.40 eV
HOMO (alpha / beta)   -7.33 / -7.42 eV
Spin multiplicity   5
⟨S²⟩   6.010
Electronic energy   -84679.673 eV
ΔE to the lowest compared entry with this formula, charge and spin   0.219 eV

No. 2
# C7H17N3

An isolated ion of composition C7H17N3 and charge +2 at a distorted geometry (ωB97M-V/def2-TZVPD, the Open Molecules 2025 dataset).

Cartesian coordinates (Å):
C: -2.265 -0.505 -3.099
C: -2.219 -0.679 -1.686
N: -1.334 -0.401 -0.868
C: 0.086 0.107 -1.167
N: 0.824 -0.108 0.079
N: 2.445 -0.395 -0.384
C: 0.612 0.729 1.270
C: 0.599 2.203 0.949
C: 0.467 0.177 2.509
C: 0.626 -1.229 2.796
H: -1.503 -1.055 -3.517
H: -2.160 0.540 -3.412
H: -3.087 -0.974 -3.459
H: -3.021 -1.331 -1.272
H: -1.271 -0.497 0.191
H: 0.496 -0.698 -1.853
H: 0.101 1.159 -1.445
H: 0.622 -1.148 0.307
H: 3.083 -0.616 0.460
H: 2.833 0.310 -0.945
H: 1.602 2.491 0.608
H: 0.347 2.914 1.730
H: -0.175 2.336 0.135
H: 0.164 0.900 3.152
H: 1.544 -1.510 3.295
H: -0.142 -1.508 3.483
H: 0.537 -1.943 1.939

Output
Gap between HOMO and LUMO   9.32 eV
HOMO   -17.41 eV
Total charge   +2
Spin multiplicity   1
Electronic energy   -11983.869 eV
Structure (SMILES)   C/C=[NH+]\C[N@@H+](N)/C(C)=C\C
ΔE to the lowest compared entry with this formula, charge and spin   3.536 eV

No. 3
# C3H2OS

One molecule with the formula C3H2OS at a distorted geometry (ωB97M-V/def2-TZVPD, the Open Molecules 2025 dataset).

Cartesian coordinates (Å):
C: 0.349 1.540 -0.854
C: 0.245 0.470 -0.301
C: 0.158 -0.903 0.297
O: -0.966 -1.137 0.958
S: 1.283 -2.036 0.210
H: 0.546 2.498 -1.327
H: -1.614 -0.433 1.017

Output
Gap between HOMO and LUMO   8.79 eV
HOMO   -9.12 eV
Spin multiplicity   1
Electronic energy   -16023.448 eV
Structure (SMILES)   C#CC(O)=S
ΔE to the lowest compared entry with this formula, charge and spin   0.869 eV

No. 4
# C5H3N

One molecule with the formula C5H3N at a distorted geometry (ωB97M-V/def2-TZVPD, the Open Molecules 2025 dataset).

Cartesian coordinates (Å):
C: -0.880 0.395 0.521
C: -0.931 1.042 1.731
C: -0.204 0.425 2.608
C: 0.533 -0.015 0.111
C: 1.232 -0.657 1.398
N: 0.868 -0.398 2.599
H: -1.897 0.010 -0.043
H: 0.477 -0.741 -0.711
H: 1.091 0.871 -0.137

Output
Gap between HOMO and LUMO (alpha / beta)   6.71 / 7.54 eV
HOMO (alpha / beta)   -7.85 / -8.54 eV
Spin multiplicity   1
Electronic energy   -6715.300 eV
ΔE to the lowest compared entry with this formula, charge and spin   5.423 eV

No. 5
# C51H43BF3N4O8RuS2Si

C51H43BF3N4O8RuS2Si as an isolated structure at a distorted geometry (ωB97M-V/def2-TZVPD, the Open Molecules 2025 dataset).

Cartesian coordinates (Å):
Ru: 0.366 -0.365 0.809
O: 0.482 -0.870 3.128
N: 0.572 0.175 3.913
C: -0.230 0.246 4.993
C: -0.148 1.300 5.866
C: 0.769 2.316 5.610
C: 1.549 2.246 4.482
C: 1.452 1.164 3.597
S: 2.327 1.018 2.125
H: -0.904 -0.591 5.093
H: -0.802 1.322 6.726
H: 0.855 3.162 6.279
H: 2.245 3.033 4.227
O: 2.574 -0.516 -0.482
H: 3.219 -0.852 0.156
H: 2.768 0.423 -0.599
O: 0.228 2.306 -9.693
S: -0.740 2.211 -8.606
O: -0.632 3.277 -7.622
O: -2.106 1.935 -9.045
C: -0.286 0.683 -7.724
N: 0.023 -0.369 -8.505
C: 0.311 -1.488 -7.851
C: 0.310 -1.603 -6.482
C: -0.026 -0.454 -5.739
N: -0.326 0.694 -6.395
C: -0.056 -0.437 -4.307
C: 0.248 -1.572 -3.488
C: 0.233 -1.488 -2.132
N: -0.073 -0.339 -1.441
C: -0.420 0.745 -2.221
C: -0.419 0.740 -3.579
H: 0.562 -2.349 -8.470
H: 0.559 -2.543 -6.009
H: 0.500 -2.528 -3.931
H: 0.458 -2.349 -1.523
H: -0.715 1.637 -1.689
H: -0.697 1.627 -4.133
F: -9.037 -1.364 0.321
C: -8.562 -0.191 0.787
F: -9.150 0.016 1.981
F: -9.029 0.758 -0.046
C: -7.064 -0.182 0.871
C: -6.416 0.026 2.078
C: -5.030 0.039 2.119
C: -4.282 -0.155 0.958
C: -4.950 -0.367 -0.252
C: -6.331 -0.379 -0.293
C: -2.850 -0.128 0.994
C: -1.637 -0.128 0.973
H: -6.989 0.178 2.982
H: -4.510 0.204 3.054
H: -4.369 -0.515 -1.153
H: -6.843 -0.540 -1.235
O: 0.536 -2.393 0.822
Si: 1.268 -3.787 1.131
C: 3.127 -3.554 1.360
C: 4.105 -4.398 0.828
C: 5.460 -4.159 1.045
C: 5.864 -3.061 1.791
C: 4.908 -2.207 2.331
C: 3.558 -2.460 2.124
C: 1.029 -5.024 -0.264
C: 0.227 -6.160 -0.138
C: 0.025 -7.024 -1.210
C: 0.623 -6.762 -2.434
C: 1.422 -5.635 -2.585
C: 1.621 -4.780 -1.511
C: 0.658 -4.585 2.718
C: 1.226 -5.765 3.205
C: 0.797 -6.333 4.397
C: -0.217 -5.724 5.129
C: -0.795 -4.551 4.662
C: -0.360 -3.986 3.466
H: 3.809 -5.248 0.222
H: 6.201 -4.828 0.622
H: 6.918 -2.868 1.949
H: 5.211 -1.341 2.909
H: 2.822 -1.793 2.559
H: -0.253 -6.374 0.811
H: -0.609 -7.895 -1.091
H: 0.460 -7.428 -3.273
H: 1.879 -5.416 -3.543
H: 2.237 -3.896 -1.651
H: 2.021 -6.249 2.645
H: 1.250 -7.249 4.758
H: -0.552 -6.162 6.062
H: -1.587 -4.076 5.230
H: -0.801 -3.064 3.106
C: 0.589 8.728 0.303
C: 1.115 7.484 -0.411
C: 0.627 7.522 -1.867
C: 2.649 7.531 -0.390
C: 0.641 6.190 0.254
C: -0.124 6.179 1.418
C: -0.552 4.989 2.025
C: -0.177 3.817 1.426
O: -0.471 2.523 1.789
B: 0.197 1.729 0.853
O: 0.823 2.518 -0.118
C: 0.590 3.813 0.274
C: 1.007 4.966 -0.332
H: 0.945 9.618 -0.220
H: 0.941 8.783 1.336
H: -0.503 8.757 0.308
H: 0.940 8.454 -2.345
H: -0.462 7.462 -1.912
H: 1.028 6.696 -2.454
H: 3.006 8.452 -0.859
H: 3.081 6.688 -0.931
H: 3.022 7.498 0.637
H: -0.422 7.113 1.876
H: -1.155 4.996 2.924
H: 1.596 4.915 -1.240

Output
Gap between HOMO and LUMO (alpha / beta)   3.32 / 5.13 eV
HOMO (alpha / beta)   -0.16 / -2.84 eV
Total charge   -2
Spin multiplicity   6
⟨S²⟩   8.801
Electronic energy   -116886.603 eV
ΔE to the lowest compared entry with this formula, charge and spin   1.116 eV

No. 6
# C19H43N2OP3SV

C19H43N2OP3SV as an isolated structure at a distorted geometry (ωB97M-V/def2-TZVPD, the Open Molecules 2025 dataset).

Cartesian coordinates (Å):
V: 0.471 0.487 -0.298
P: -2.182 0.276 -1.078
P: -0.031 -1.927 -0.521
P: 0.945 0.724 -2.741
H: -0.830 0.033 2.265
C: -0.119 0.840 2.064
C: -0.485 1.974 1.328
H: -1.537 2.140 1.004
C: -3.442 -0.172 0.194
C: -3.001 -0.626 -2.475
C: -2.705 1.984 -1.485
C: 1.172 -2.533 0.726
C: -1.475 -2.897 0.071
C: 0.295 -2.880 -2.065
C: 1.195 2.519 -2.949
C: 0.053 0.248 -4.270
C: 2.539 -0.094 -3.125
H: 0.832 0.762 2.611
H: 0.199 2.839 1.179
H: -3.104 0.067 1.207
H: -3.647 -1.250 0.177
H: -4.376 0.371 -0.014
H: -3.152 -1.686 -2.226
H: -2.406 -0.560 -3.394
H: -3.985 -0.159 -2.653
H: -2.424 2.666 -0.675
H: -3.797 1.995 -1.617
H: -2.213 2.320 -2.407
H: 1.245 -3.632 0.674
H: 0.798 -2.243 1.719
H: 2.156 -2.074 0.565
H: -1.244 -3.973 0.000
H: -2.386 -2.716 -0.509
H: -1.663 -2.659 1.128
H: 0.258 -3.965 -1.861
H: 1.277 -2.632 -2.485
H: -0.474 -2.652 -2.818
H: 1.969 2.691 -3.705
H: 1.493 2.997 -2.007
H: 0.262 2.980 -3.301
H: 0.698 0.418 -5.146
H: -0.866 0.828 -4.417
H: -0.190 -0.822 -4.256
H: 3.201 0.644 -3.588
H: 2.384 -0.918 -3.832
H: 3.036 -0.480 -2.227
C: 3.833 2.060 0.533
C: 5.214 1.767 0.551
C: 6.153 2.719 0.986
C: 5.740 4.004 1.379
C: 4.372 4.292 1.351
C: 3.425 3.350 0.916
S: 2.726 0.697 0.135
H: 1.313 1.647 0.269
H: 5.511 0.772 0.226
H: 7.205 2.456 1.065
H: 6.459 4.746 1.753
H: 4.010 5.237 1.750
H: 2.357 3.581 0.913
C: -3.172 -3.961 4.691
N: -3.439 -2.584 4.337
C: -2.455 -1.830 3.754
N: -2.963 -0.581 3.350
O: -1.292 -2.183 3.548
H: -2.254 -4.278 4.188
H: -3.990 -4.610 4.380
H: -3.023 -4.074 5.769
H: -4.383 -2.274 4.140
H: -2.267 0.143 3.399
H: -3.818 -0.346 3.852

Output
Gap between HOMO and LUMO (alpha / beta)   6.21 / 2.26 eV
HOMO (alpha / beta)   -15.89 / -15.98 eV
Total charge   +3
Spin multiplicity   3
⟨S²⟩   2.457
Electronic energy   -89787.536 eV
ΔE to the lowest compared entry with this formula, charge and spin   1.996 eV

No. 7
# C2Br6

C2Br6 as an isolated structure at a distorted geometry (ωB97M-V/def2-TZVPD, the Open Molecules 2025 dataset).

Cartesian coordinates (Å):
C: -1.287 -0.050 -0.083
C: 1.278 0.026 0.083
Br: -1.765 1.656 -0.686
Br: -1.654 -0.406 1.738
Br: -1.591 -1.493 -1.255
Br: 1.717 -0.450 1.840
Br: 1.742 -1.220 -1.257
Br: 1.563 1.830 -0.392

Output
Gap between HOMO and LUMO (alpha / beta)   7.49 / 7.51 eV
HOMO (alpha / beta)   -8.61 / -8.61 eV
Spin multiplicity   1
Electronic energy   -422325.391 eV
ΔE to the lowest compared entry with this formula, charge and spin   1.839 eV

Copy entry 6 word for word.
# C19H43N2OP3SV

C19H43N2OP3SV as an isolated structure at a distorted geometry (ωB97M-V/def2-TZVPD, the Open Molecules 2025 dataset).

Cartesian coordinates (Å):
V: 0.471 0.487 -0.298
P: -2.182 0.276 -1.078
P: -0.031 -1.927 -0.521
P: 0.945 0.724 -2.741
H: -0.830 0.033 2.265
C: -0.119 0.840 2.064
C: -0.485 1.974 1.328
H: -1.537 2.140 1.004
C: -3.442 -0.172 0.194
C: -3.001 -0.626 -2.475
C: -2.705 1.984 -1.485
C: 1.172 -2.533 0.726
C: -1.475 -2.897 0.071
C: 0.295 -2.880 -2.065
C: 1.195 2.519 -2.949
C: 0.053 0.248 -4.270
C: 2.539 -0.094 -3.125
H: 0.832 0.762 2.611
H: 0.199 2.839 1.179
H: -3.104 0.067 1.207
H: -3.647 -1.250 0.177
H: -4.376 0.371 -0.014
H: -3.152 -1.686 -2.226
H: -2.406 -0.560 -3.394
H: -3.985 -0.159 -2.653
H: -2.424 2.666 -0.675
H: -3.797 1.995 -1.617
H: -2.213 2.320 -2.407
H: 1.245 -3.632 0.674
H: 0.798 -2.243 1.719
H: 2.156 -2.074 0.565
H: -1.244 -3.973 0.000
H: -2.386 -2.716 -0.509
H: -1.663 -2.659 1.128
H: 0.258 -3.965 -1.861
H: 1.277 -2.632 -2.485
H: -0.474 -2.652 -2.818
H: 1.969 2.691 -3.705
H: 1.493 2.997 -2.007
H: 0.262 2.980 -3.301
H: 0.698 0.418 -5.146
H: -0.866 0.828 -4.417
H: -0.190 -0.822 -4.256
H: 3.201 0.644 -3.588
H: 2.384 -0.918 -3.832
H: 3.036 -0.480 -2.227
C: 3.833 2.060 0.533
C: 5.214 1.767 0.551
C: 6.153 2.719 0.986
C: 5.740 4.004 1.379
C: 4.372 4.292 1.351
C: 3.425 3.350 0.916
S: 2.726 0.697 0.135
H: 1.313 1.647 0.269
H: 5.511 0.772 0.226
H: 7.205 2.456 1.065
H: 6.459 4.746 1.753
H: 4.010 5.237 1.750
H: 2.357 3.581 0.913
C: -3.172 -3.961 4.691
N: -3.439 -2.584 4.337
C: -2.455 -1.830 3.754
N: -2.963 -0.581 3.350
O: -1.292 -2.183 3.548
H: -2.254 -4.278 4.188
H: -3.990 -4.610 4.380
H: -3.023 -4.074 5.769
H: -4.383 -2.274 4.140
H: -2.267 0.143 3.399
H: -3.818 -0.346 3.852

Output
Gap between HOMO and LUMO (alpha / beta)   6.21 / 2.26 eV
HOMO (alpha / beta)   -15.89 / -15.98 eV
Total charge   +3
Spin multiplicity   3
⟨S²⟩   2.457
Electronic energy   -89787.536 eV
ΔE to the lowest compared entry with this formula, charge and spin   1.996 eV

- The highest electronic energy belongs to which entry?
  C5H3N

- Number 6 is which compound?
  C19H43N2OP3SV